Entry 1:
{
  "formula": "C11H24CuNO6",
  "method": "ωB97M-V with the def2-TZVPD basis set",
  "relative_energy_kcal_mol": 0.0,
  "spin_multiplicity": 2,
  "homo_lumo_gap_ev": [7.152, 6.996],
  "homo_energy_ha": [-0.169, -0.163],
  "total_charge": -1,
  "energy_ha": -2580.230385,
  "s_squared": 0.753,
  "elements": ["Cu", "O", "O", "O", "O", "O", "O", "N", "C", "C", "C", "C", "C", "C", "C", "C", "C", "C", "C", "H", "H", "H", "H", "H", "H", "H", "H", "H", "H", "H", "H", "H", "H", "H", "H", "H", "H", "H", "H", "H", "H", "H", "H"],
  "positions_angstrom": [[0.75, 0.18, 0.16], [2.25, 1.43, -0.59], [1.81, 2.96, 0.99], [1.34, -0.65, 1.99], [-0.78, 1.57, 0.03], [-0.85, -1.58, 0.24], [0.24, 0.88, 3.19], [1.37, -1.24, -1.43], [1.10, 0.01, 3.09], [1.99, -0.39, 4.26], [3.19, 3.61, -0.86], [-2.03, 1.31, -0.54], [-2.54, 2.50, -1.35], [2.33, 2.61, -0.07], [-1.58, -2.05, 1.37], [0.14, -1.96, -1.81], [0.41, -2.88, -3.02], [-0.65, -2.60, -0.71], [-3.03, 0.92, 0.52], [-0.51, -3.19, -3.52], [2.19, -1.83, -1.60], [1.54, -0.50, -2.12], [2.06, 0.53, 4.85], [-3.46, 2.26, -1.89], [-1.82, 0.53, -1.30], [-3.36, 1.72, 1.19], [-1.28, -3.06, 1.64], [3.07, 4.65, -0.56], [-1.84, 2.78, -2.15], [4.22, 3.28, -0.80], [2.99, -0.66, 3.94], [0.86, -3.81, -2.64], [-2.63, -2.04, 1.07], [-1.46, -1.37, 2.21], [1.55, -1.23, 4.81], [-0.47, -1.20, -2.31], [1.19, -2.46, -3.65], [-2.73, 3.35, -0.69], [-3.92, 0.41, 0.12], [-0.17, -3.51, -0.32], [2.78, 3.51, -1.87], [-2.63, 0.14, 1.16], [-1.65, -2.93, -1.04]]
}


Entry 2:
{
  "formula": "C11H24NO2Si",
  "method": "ωB97M-V with the def2-TZVPD basis set",
  "relative_energy_kcal_mol": 9.1,
  "homo_lumo_gap_ev": 4.709,
  "homo_energy_ha": -0.376,
  "total_charge": 1,
  "energy_ha": -928.004689,
  "elements": ["Si", "O", "O", "N", "C", "C", "C", "C", "C", "C", "C", "C", "C", "C", "C", "H", "H", "H", "H", "H", "H", "H", "H", "H", "H", "H", "H", "H", "H", "H", "H", "H", "H", "H", "H", "H", "H", "H", "H"],
  "positions_angstrom": [[0.62, -2.81, 0.50], [1.00, -1.81, -0.79], [2.88, -0.77, 0.39], [-2.58, 2.80, -0.31], [3.41, 0.55, 0.50], [1.57, -4.42, 0.38], [-1.21, -3.15, 0.46], [-3.46, 2.11, 0.63], [1.78, -0.73, -0.48], [-3.07, 3.05, -1.66], [0.41, 0.86, -1.86], [2.52, 1.47, -0.36], [-1.34, 3.23, 0.09], [1.53, 0.53, -0.96], [1.04, -1.97, 2.12], [-4.08, 2.67, -1.80], [0.72, -2.59, 2.96], [0.54, -1.01, 2.18], [-4.42, 1.86, 0.17], [-1.50, -3.76, 1.31], [2.01, 2.23, 0.24], [3.42, 0.83, 1.56], [-3.65, 2.75, 1.49], [-2.42, 2.56, -2.38], [0.51, 0.34, -2.81], [1.32, -4.94, -0.55], [-1.48, -3.68, -0.46], [3.10, 1.99, -1.13], [2.11, -1.82, 2.19], [2.64, -4.23, 0.40], [0.37, 1.93, -2.06], [-0.99, 3.03, 1.08], [1.31, -5.06, 1.22], [-3.07, 4.12, -1.85], [-0.54, 0.57, -1.41], [-0.71, 3.76, -0.59], [-2.99, 1.19, 0.97], [-1.77, -2.22, 0.49], [4.45, 0.52, 0.15]]
}


Entry 3:
{
  "formula": "C11H25AgBr2F2N3O3Pt",
  "method": "ωB97M-V with the def2-TZVPD basis set",
  "spin_multiplicity": 4,
  "homo_lumo_gap_ev": [5.129, 2.759],
  "homo_energy_ha": [-0.521, -0.498],
  "total_charge": 2,
  "energy_ha": -6437.251529,
  "s_squared": 3.801,
  "elements": ["Pt", "Ag", "Br", "Br", "F", "F", "O", "O", "O", "N", "N", "N", "C", "C", "C", "C", "C", "C", "C", "C", "C", "C", "C", "H", "H", "H", "H", "H", "H", "H", "H", "H", "H", "H", "H", "H", "H", "H", "H", "H", "H", "H", "H", "H", "H", "H", "H", "H"],
  "positions_angstrom": [[3.51, 1.54, 0.50], [1.50, 1.48, -2.14], [1.82, -1.54, 6.31], [0.02, -2.03, 2.07], [2.80, 3.09, -0.87], [1.36, 1.03, 0.64], [0.01, 0.05, -3.27], [-0.56, 4.02, -1.97], [0.25, -4.11, -2.17], [1.97, -3.51, -0.88], [-1.95, -0.33, -2.19], [-1.48, 4.24, 0.11], [0.74, -3.36, -1.27], [-1.17, -0.26, -3.31], [0.61, -1.39, 4.71], [-0.38, 3.73, 0.86], [1.35, -1.28, 3.38], [-3.45, -0.51, -2.23], [2.75, -4.74, -1.09], [2.80, -2.43, -0.30], [-1.46, -0.27, -0.82], [-1.53, 4.26, -1.23], [-2.66, 4.70, 0.97], [-1.76, -1.11, -0.19], [-0.25, -0.76, 4.90], [2.21, -5.40, -1.78], [-3.81, -1.05, -3.11], [-3.41, 5.32, 0.49], [-3.07, 3.93, 1.62], [-3.67, -1.27, -1.49], [2.90, -2.53, 0.79], [-2.10, 5.35, 1.65], [-2.54, 4.57, -1.56], [-1.72, -0.36, -4.26], [0.38, 3.42, 0.14], [-0.77, 2.73, 1.04], [0.21, -2.42, -1.04], [3.80, -2.37, -0.72], [-0.37, -0.24, -0.83], [3.01, -5.10, -0.10], [-3.97, 0.45, -2.18], [2.28, -1.85, 3.38], [-1.91, 0.66, -0.48], [1.51, -0.28, 2.98], [2.34, -1.44, -0.29], [0.13, -2.36, 4.84], [-0.06, 4.32, 1.72], [3.81, -4.59, -1.31]]
}


Entry 4:
{
  "formula": "C11H25BFGaIO6S2",
  "method": "ωB97M-V with the def2-TZVPD basis set",
  "homo_lumo_gap_ev": 5.471,
  "homo_energy_ha": -0.137,
  "total_charge": -1,
  "energy_ha": -4029.256538,
  "elements": ["I", "Ga", "S", "S", "F", "O", "O", "O", "O", "O", "O", "C", "C", "C", "C", "C", "C", "C", "C", "C", "C", "C", "B", "H", "H", "H", "H", "H", "H", "H", "H", "H", "H", "H", "H", "H", "H", "H", "H", "H", "H", "H", "H", "H", "H", "H", "H", "H"],
  "positions_angstrom": [[-0.15, -3.31, -0.19], [-0.26, -5.08, 1.76], [0.91, 0.26, -1.81], [-1.87, 4.57, -0.33], [2.15, -6.13, -0.47], [0.58, -0.60, -0.71], [1.55, -5.46, 4.20], [-1.40, 4.66, -1.68], [0.66, -0.13, -3.18], [2.74, -4.40, 2.47], [-1.87, 3.32, 0.39], [-3.51, 5.31, -0.24], [2.63, 0.77, -1.68], [-0.56, -7.01, 1.15], [2.61, 2.26, -2.01], [0.20, 1.90, -1.55], [-1.04, 5.82, 0.65], [1.06, -6.90, -0.88], [0.51, -7.70, 0.28], [1.39, 2.84, -1.29], [-3.37, 6.55, 0.66], [-1.93, 7.05, 0.52], [1.54, -4.95, 2.90], [2.93, 0.59, -0.65], [-1.79, 7.51, -0.46], [-0.03, 5.96, 0.27], [-3.56, 6.28, 1.70], [-1.01, 5.46, 1.68], [2.50, 2.40, -3.09], [0.28, -6.26, -1.29], [-1.68, 7.80, 1.27], [-4.20, 4.57, 0.18], [-0.60, -7.59, 2.08], [1.40, -7.55, -1.69], [-0.48, 1.86, -0.71], [1.16, 3.85, -1.62], [1.59, 2.88, -0.21], [-3.81, 5.57, -1.25], [-4.09, 7.31, 0.38], [1.33, -8.12, 0.88], [0.03, -8.58, -0.19], [-1.54, -7.14, 0.69], [3.54, 2.75, -1.70], [-1.56, -4.69, 2.64], [0.68, -5.85, 4.36], [3.23, 0.17, -2.35], [-0.33, 2.19, -2.46], [3.47, -5.02, 2.58]]
}


Entry 5:
{
  "formula": "C11H25BI2N",
  "method": "ωB97M-V with the def2-TZVPD basis set",
  "relative_energy_kcal_mol": 0.0,
  "homo_lumo_gap_ev": 8.826,
  "homo_energy_ha": -0.419,
  "total_charge": 1,
  "energy_ha": -1108.892875,
  "elements": ["I", "I", "N", "C", "C", "C", "C", "C", "C", "C", "C", "C", "C", "C", "B", "H", "H", "H", "H", "H", "H", "H", "H", "H", "H", "H", "H", "H", "H", "H", "H", "H", "H", "H", "H", "H", "H", "H", "H", "H"],
  "positions_angstrom": [[2.72, -4.01, -3.17], [-0.99, -2.51, -5.18], [-0.58, 0.37, 1.40], [0.97, 0.51, 3.48], [2.10, -1.02, -4.33], [-2.10, 2.10, 0.65], [-0.76, -1.07, 1.74], [-0.01, 0.97, 4.56], [0.83, -0.67, -3.52], [-0.48, 0.55, -0.12], [-1.81, 1.18, 1.82], [-0.22, -1.77, -3.34], [0.68, 0.92, 2.05], [-1.77, 1.21, -0.55], [3.14, -1.99, -3.68], [1.13, -0.33, -2.52], [0.39, 0.72, 5.54], [-2.63, 0.47, 1.95], [1.50, 0.58, 1.41], [-1.59, -1.45, 1.15], [0.15, -1.61, 1.49], [0.61, 2.01, 1.95], [-0.30, -0.43, -0.55], [-1.44, 2.97, 0.67], [-2.56, 0.48, -0.71], [0.35, 0.19, -4.00], [2.62, -0.07, -4.54], [1.95, 0.95, 3.69], [4.25, -1.67, -3.41], [-1.64, 1.77, -1.47], [1.12, -0.57, 3.54], [0.38, 1.19, -0.32], [1.78, -1.42, -5.30], [-3.13, 2.45, 0.67], [-1.61, 1.67, 2.76], [-0.16, 2.05, 4.53], [0.17, -2.64, -2.81], [-1.09, -1.38, -2.81], [-0.98, 0.48, 4.49], [-0.98, -1.17, 2.79]]
}


Entry 6:
{
  "formula": "C11H25BI2N",
  "method": "ωB97M-V with the def2-TZVPD basis set",
  "relative_energy_kcal_mol": 38.4,
  "homo_lumo_gap_ev": 8.419,
  "homo_energy_ha": -0.406,
  "total_charge": 1,
  "energy_ha": -1108.831729,
  "elements": ["I", "I", "N", "C", "C", "C", "C", "C", "C", "C", "C", "C", "C", "C", "B", "H", "H", "H", "H", "H", "H", "H", "H", "H", "H", "H", "H", "H", "H", "H", "H", "H", "H", "H", "H", "H", "H", "H", "H", "H"],
  "positions_angstrom": [[1.51, 0.32, -5.93], [-1.38, 3.02, -5.19], [0.43, 0.05, 1.56], [-0.55, 0.88, 4.58], [1.55, -0.67, 2.33], [-0.95, -0.15, 2.24], [1.58, -1.59, 0.15], [1.73, -1.99, 1.60], [-1.73, -0.36, -4.62], [0.82, 0.39, -3.82], [-0.49, -0.57, -3.56], [-1.35, 0.89, 3.29], [0.40, -0.64, 0.16], [0.78, 1.52, 1.37], [-2.41, 1.16, -4.56], [-2.40, 0.68, 3.56], [-1.70, -0.10, 1.44], [-0.96, -1.17, 2.65], [0.95, -2.70, 1.89], [1.40, -2.45, -0.50], [0.50, 1.11, 4.42], [2.48, -1.08, -0.20], [0.96, 1.98, 2.35], [-0.54, -1.19, 0.07], [-0.96, -0.46, -2.47], [-2.59, -1.10, -4.26], [1.28, -0.80, 3.38], [-1.35, 1.89, 2.86], [-0.95, 1.64, 5.26], [1.74, -0.04, -3.20], [1.69, 1.58, 0.77], [-0.63, -0.09, 5.09], [0.46, 0.12, -0.62], [2.46, -0.06, 2.25], [-1.47, -0.71, -5.73], [-3.53, 1.31, -4.15], [0.69, 1.50, -3.48], [2.70, -2.45, 1.81], [-0.10, -1.69, -3.65], [-0.05, 2.01, 0.86]]
}


Entry 7:
{
  "formula": "C11H25Br3N3O2V",
  "method": "ωB97M-V with the def2-TZVPD basis set",
  "relative_energy_kcal_mol": 25.7,
  "spin_multiplicity": 2,
  "homo_lumo_gap_ev": [6.600, 6.648],
  "homo_energy_ha": [-0.364, -0.365],
  "total_charge": 1,
  "energy_ha": -9414.673248,
  "s_squared": 0.826,
  "elements": ["Br", "Br", "Br", "V", "O", "O", "N", "N", "N", "C", "C", "C", "C", "C", "C", "C", "C", "C", "C", "C", "H", "H", "H", "H", "H", "H", "H", "H", "H", "H", "H", "H", "H", "H", "H", "H", "H", "H", "H", "H", "H", "H", "H", "H", "H"],
  "positions_angstrom": [[-6.42, 2.64, -0.98], [-4.81, 1.26, 2.66], [-4.11, 5.14, 1.29], [-4.01, 2.48, 0.27], [-2.47, 2.25, 0.60], [1.32, -1.36, 5.72], [1.62, 0.36, -4.61], [-0.49, -0.87, 3.27], [0.96, 0.92, -2.60], [0.78, 1.43, -4.73], [-1.79, -1.58, 3.48], [0.93, -2.37, 4.78], [1.75, 0.11, -7.10], [1.74, 0.08, -3.30], [0.72, 0.92, -1.14], [2.24, -0.37, -5.76], [-0.38, -0.40, 1.85], [0.71, -1.80, 3.42], [0.44, 1.83, -3.49], [-0.44, 0.30, 4.22], [-1.33, 0.92, 4.07], [-2.66, -0.94, 3.33], [3.31, -0.36, -5.61], [2.22, -1.56, 5.98], [-0.63, -0.04, 5.23], [1.56, -1.25, 3.01], [0.44, -0.11, -0.92], [-1.28, 0.15, 1.62], [-0.45, -1.32, 1.27], [2.35, -0.74, -2.97], [1.54, -3.27, 4.86], [-1.78, -2.09, 4.44], [0.50, 0.81, 4.09], [0.55, 0.13, 1.68], [-0.18, 1.53, -1.09], [0.53, -2.60, 2.70], [-0.20, 2.63, -3.18], [2.30, -0.54, -7.80], [2.02, 1.13, -7.39], [0.47, 1.87, -5.66], [1.90, -1.40, -5.63], [0.69, 0.02, -7.30], [1.55, 1.32, -0.58], [-1.69, -2.46, 2.84], [-0.01, -2.78, 5.18]]
}


Entry 8:
{
  "formula": "C11H25Br4N2O3S",
  "method": "ωB97M-V with the def2-TZVPD basis set",
  "homo_lumo_gap_ev": 7.778,
  "homo_energy_ha": -0.421,
  "total_charge": 1,
  "energy_ha": -11463.236841,
  "elements": ["Br", "Br", "Br", "Br", "S", "O", "O", "O", "N", "N", "C", "C", "C", "C", "C", "C", "C", "C", "C", "C", "C", "H", "H", "H", "H", "H", "H", "H", "H", "H", "H", "H", "H", "H", "H", "H", "H", "H", "H", "H", "H", "H", "H", "H", "H", "H"],
  "positions_angstrom": [[7.07, -3.78, 0.10], [3.95, -4.52, -1.73], [2.71, 2.31, -3.82], [3.65, -0.59, -5.92], [1.24, 0.95, 0.34], [2.29, -0.09, 0.05], [0.36, 1.35, -1.02], [1.84, 2.22, 0.85], [-6.18, 0.35, 1.09], [-3.87, 1.04, 1.50], [3.96, -0.26, -4.02], [4.40, -3.01, -0.58], [-3.09, -0.10, 0.91], [-2.48, 2.92, 2.56], [-3.16, 2.35, 1.49], [2.78, 0.41, -3.38], [-5.11, 1.23, 0.61], [-0.67, -1.03, 1.30], [-2.11, -0.84, 1.96], [0.20, 0.28, 1.71], [5.83, -2.57, -0.78], [-6.77, 0.10, 0.30], [1.82, -0.01, -3.68], [-6.74, 0.81, 1.81], [0.86, 0.11, 2.61], [3.71, -2.21, -0.87], [2.86, 0.38, -2.29], [6.12, -2.52, -1.83], [-0.68, -1.14, 0.17], [-4.24, 0.76, 2.43], [-2.11, -0.21, 2.90], [-3.22, 2.94, 0.52], [-2.53, -1.85, 2.27], [-0.16, -1.90, 1.82], [-0.55, 1.08, 1.98], [-4.74, 0.97, -0.44], [-3.87, -0.89, 0.62], [-2.54, 0.15, -0.04], [-2.50, 2.58, 3.63], [6.00, -1.60, -0.32], [4.88, 0.31, -3.94], [4.12, -1.25, -3.59], [-5.36, 2.33, 0.63], [-1.83, 3.82, 2.32], [-0.36, 1.93, -0.69], [4.19, -3.31, 0.44]]
}


> What is the formula in the second record?

C11H24NO2Si